109
Properties=species:S:1:pos:R:3 method="wB97M-V/def2-TZVPD" total_charge=-1 energy_ev=-121327.2973 homo_ha=-0.239 lumo_energy_ev=1.6 gap_ev=8.158
C -0.02705 -0.89663 -3.74372
F 0.44095 -2.12728 -3.68523
F 0.66517 -0.29863 -4.70117
F -1.30384 -0.87513 -4.06818
S 0.12248 0.11295 -2.10815
O 1.52397 0.48916 -2.01435
O -0.76615 1.24089 -2.28144
N -0.41210 -1.00387 -0.88017
S 0.30586 -0.42122 0.35583
O 1.57574 -1.03740 0.59224
O 0.25147 1.01282 0.50905
C -0.75373 -1.09848 1.83310
F -0.33262 -0.45394 2.90806
F -2.06077 -0.92545 1.67790
F -0.41799 -2.39048 1.97784
O 1.52842 3.36878 -2.94260
H 1.94017 2.72674 -3.52782
H 1.35927 2.88254 -2.12970
O -2.67123 -2.47739 -0.97581
H -2.81479 -2.49858 -1.92717
H -1.90495 -1.87690 -0.85061
C 4.90579 -2.06606 -1.53063
O 4.65018 -3.16062 -2.04709
N 6.06861 -1.40510 -1.74916
N 4.12489 -1.49045 -0.59203
H 6.75582 -1.81212 -2.35605
H 6.36563 -0.60268 -1.22295
H 3.24243 -1.82349 -0.24809
H 4.72616 -0.87193 -0.04484
C -2.29984 0.23784 -8.18473
O -3.00062 -0.30211 -7.32377
N -0.96020 0.38817 -8.10966
N -2.86935 0.82159 -9.25674
H -0.38442 0.83893 -8.79193
H -0.53290 -0.01154 -7.29042
H -3.86658 0.67728 -9.25204
H -2.41201 1.29363 -10.01082
C 0.48480 -4.82685 -1.55446
O 0.95502 -5.70240 -2.27617
N -0.57261 -5.01040 -0.71016
N 1.05227 -3.59104 -1.44303
H -0.78191 -4.24054 -0.10710
H -0.99792 -5.91719 -0.73453
H 0.59215 -2.82622 -0.96457
H 1.69577 -3.43106 -2.20215
C 5.19248 -0.63727 2.52983
O 5.68403 -0.16671 1.49306
N 3.89580 -0.84231 2.76094
N 6.02248 -1.01861 3.55617
H 3.18368 -0.48221 2.14461
H 3.71720 -1.12159 3.70697
H 5.74384 -1.66170 4.27312
H 6.99939 -0.81117 3.46647
C -4.60386 0.68214 -0.19056
O -5.45407 1.47662 -0.58242
N -4.79043 -0.42506 0.62335
N -3.36080 0.64739 -0.69643
H -3.94447 -0.67134 1.12192
H -5.65395 -0.30818 1.13670
H -2.70175 -0.03557 -0.38135
H -3.11115 1.12052 -1.54779
C -0.53680 -3.70720 6.09880
O -1.25011 -3.03833 6.84642
N -0.09907 -4.96846 6.31292
N -0.25510 -3.20978 4.87199
H -0.38455 -5.52858 7.09182
H 0.41100 -5.34852 5.53750
H -0.83117 -2.44258 4.57317
H 0.47542 -3.50476 4.25015
C -3.76699 -0.49891 4.56182
O -3.86330 0.71324 4.48764
N -2.59595 -1.17270 4.86201
N -4.79135 -1.35364 4.31162
H -2.82919 -2.07495 5.24169
H -1.79296 -0.66149 5.18130
H -4.71211 -2.35059 4.39449
H -5.62764 -1.06764 3.83576
C 4.09354 2.79536 -0.00680
O 3.89641 3.88345 -0.54531
N 4.94831 2.56989 1.05264
N 3.62726 1.63466 -0.46229
H 5.03708 1.59057 1.29914
H 5.56205 3.30141 1.35685
H 3.10326 1.52995 -1.31327
H 3.69014 0.77770 0.05070
C -2.33772 3.77173 1.10762
O -3.12740 4.69604 1.28670
N -1.87447 3.32355 -0.08318
N -1.91425 2.99944 2.14491
H -1.36871 2.46820 -0.19370
H -2.09377 3.93338 -0.86078
H -1.17746 2.31909 2.07026
H -2.32261 3.09045 3.05767
C -2.97407 3.88247 -3.45236
O -2.21580 4.56962 -2.78492
N -2.65217 2.64871 -3.94644
N -4.21571 4.25219 -3.87052
H -1.69601 2.35666 -3.82827
H -3.28806 1.90444 -4.16510
H -4.75266 3.74323 -4.54148
H -4.51814 5.16415 -3.57108
C 1.57371 2.37378 3.62020
O 1.92184 1.19041 3.61429
N 0.39168 2.79102 4.13061
N 2.24786 3.26793 2.84905
H -0.03961 2.15019 4.77649
H -0.14189 3.63642 4.04008
H 3.12385 3.01170 2.42482
H 1.93561 4.22399 2.85496



24
Properties=species:S:1:pos:R:3 method="wB97M-V/def2-TZVPD" total_charge=0 energy_ev=-11606.7491 de_lowest_kj_mol=85.6 homo_ha=-0.319 lumo_energy_ev=0.9 gap_ev=9.570 smiles=Cc1ccc(O)cc1.CC
C 0.72877 -0.57243 3.28991
C 0.61280 -0.03207 1.85922
C 1.75837 0.34273 1.16620
C 1.61561 1.13129 0.00398
C 0.35379 1.54855 -0.35819
O 0.18545 2.40104 -1.45187
C -0.80480 1.25231 0.34970
C -0.64759 0.38106 1.41150
H 0.03734 -1.40316 3.46004
H 0.31306 0.17469 3.96870
H 1.74456 -0.93177 3.39247
H 2.75658 0.00425 1.41735
H 2.39128 1.25312 -0.74727
H 0.71070 3.18733 -1.30100
H -1.67240 1.82065 0.04803
H -1.45886 0.12336 2.08281
C -1.55573 -1.77737 -1.88632
C -0.62368 -0.93377 -2.70487
H -2.12231 -1.23568 -1.10877
H -2.24722 -2.22901 -2.58532
H -1.01699 -2.58230 -1.35445
H 0.43794 -1.17164 -2.64616
H -0.65148 0.15596 -2.51882
H -0.84518 -0.90712 -3.78683



15
Properties=species:S:1:pos:R:3 method="wB97M-V/def2-TZVPD" total_charge=0 energy_ev=-18090.9719 de_lowest_kj_mol=267.3 homo_ha=-0.311 lumo_energy_ev=0.7 gap_ev=9.130
C -0.06136 -1.55978 -1.83898
C -0.04920 -0.73221 -0.74261
C 0.67670 0.64344 -0.85693
N 0.24355 1.83172 -0.57458
N -0.93148 2.07248 -0.01336
S -0.97155 -1.14882 0.72858
C 0.28691 -0.64751 1.92384
H -0.57477 -2.54848 -1.96284
H 0.48087 -1.21717 -2.73463
H 1.70259 0.64725 -1.26594
H -1.03382 2.94096 0.46209
H -1.46594 1.32990 0.41739
H 1.12766 -1.25919 1.74550
H 0.68910 0.38890 1.76211
H -0.11926 -0.74149 2.95036



31
Properties=species:S:1:pos:R:3 method="wB97M-V/def2-TZVPD" total_charge=0 energy_ev=-21770.0464 de_lowest_kj_mol=422.4 homo_ha=-0.367 lumo_energy_ev=-0.2 gap_ev=9.784
C 0.91963 -0.23499 -2.20533
C 0.19948 0.60019 -1.25806
C 2.07117 -1.03970 -1.49025
C 1.62486 -1.97234 -0.41057
C -1.29400 0.90505 0.75292
C -0.23792 1.10658 1.93608
C -2.46481 0.02331 1.29430
C -2.14492 -1.42947 1.58534
H 1.66791 1.39873 -3.22780
H 1.28941 0.36765 -4.27555
H 0.05056 -0.92707 -2.67296
H 2.90091 -0.35913 -1.45253
H 2.83662 -1.56594 -3.22195
H 0.95947 -2.85027 -0.90248
H 0.97808 -1.44761 0.26018
H 2.48915 -2.57671 -0.03555
H -1.71401 -0.31634 -0.82976
H -1.43910 1.93727 0.28861
H -3.32813 0.06870 0.69635
H -2.22819 0.64792 3.03300
H -1.20164 -1.78446 2.15283
H -3.00812 -1.58989 2.41297
H -2.42687 -2.11831 0.83401
H 1.17805 1.29721 0.62322
N 1.71751 0.41958 -3.37282
N -0.91511 0.25963 -0.54485
O 0.83101 1.59002 -0.58815
O 2.27831 -2.07213 -2.61336
O -0.65558 0.99113 3.05317
O -3.03043 0.49345 2.53697
O 0.99396 1.16152 1.67568



16
Properties=species:S:1:pos:R:3 method="wB97M-V/def2-TZVPD" total_charge=0 energy_ev=-7391.7687 de_lowest_kj_mol=289.1 homo_ha=-0.356 lumo_energy_ev=1.1 gap_ev=10.830 smiles="C=CC1COC1.[H][H]"
C -0.57339 2.05215 -0.23307
C 0.05943 1.05004 -0.83791
C 0.86779 -0.01932 -0.16437
C 0.64079 -1.49424 -0.55080
O 0.46343 -1.87287 0.81858
C 0.53098 -0.51035 1.25696
H -1.09484 2.81790 -0.80049
H -0.60355 2.14609 0.85011
H 0.04005 1.00590 -1.92844
H 1.92901 0.24263 -0.24825
H 1.49409 -2.00639 -1.01025
H -0.26229 -1.69171 -1.14271
H 1.30989 -0.36801 2.01409
H -0.43218 -0.17428 1.65881
H -2.29242 -0.23241 0.18798
H -2.07679 -0.94515 0.12973



9
Properties=species:S:1:pos:R:3 method="wB97M-V/def2-TZVPD" total_charge=+1 energy_ev=-9187.5837 de_lowest_kj_mol=264.4 homo_ha=-0.579 lumo_energy_ev=-5.9 gap_ev=9.847
C -0.19706 0.51976 0.41985
C -0.60270 -0.87824 -0.10825
N 2.97320 -0.73630 -0.20243
N 3.94301 -0.59496 0.27734
O 0.97004 0.78390 0.34714
O 0.33378 -1.58577 -0.22165
H -0.87248 1.27078 0.71702
H -1.59393 -1.20020 -0.58160
H 1.85271 -0.91757 -0.39630



14
Properties=species:S:1:pos:R:3 method="wB97M-V/def2-TZVPD" total_charge=0 energy_ev=-25380.0641 de_lowest_kj_mol=62.7 homo_ha=-0.320 lumo_energy_ev=0.4 gap_ev=9.164 smiles=CSS.CN
C -0.41012 1.20309 1.81228
S -0.30405 -0.58885 2.13050
S 1.76851 -0.83556 2.18355
H -0.40398 1.79432 2.72664
H 0.40933 1.46911 1.15694
H -1.41728 1.34570 1.41929
H 1.94515 -0.22184 1.00185
C 0.26781 -0.29827 -1.83666
N -0.82979 -1.23657 -1.83280
H 0.55225 -0.04849 -2.85574
H 0.07136 0.64453 -1.30054
H 1.10582 -0.74299 -1.31220
H -1.12482 -1.58482 -0.94680
H -1.63021 -0.89937 -2.34632



16
Properties=species:S:1:pos:R:3 method="wB97M-V/def2-TZVPD" total_charge=0 energy_ev=-7393.8306 de_lowest_kj_mol=90.2 homo_ha=-0.312 lumo_energy_ev=1.0 gap_ev=9.454
C -0.28059 0.98518 1.71062
C -1.23246 0.10814 0.89636
C -1.00525 -0.12587 -0.57819
C 0.12177 -0.41341 -1.22621
C 1.54197 -0.30581 -0.74320
O 0.01567 -0.84842 -2.53618
H -0.67630 1.08730 2.72686
H 0.71861 0.55056 1.80460
H -0.18207 1.98791 1.28228
H -1.25769 -0.88759 1.36301
H -2.24675 0.50444 1.01433
H -1.90936 -0.24469 -1.17375
H 2.16919 0.02216 -1.57918
H 1.93256 -1.26643 -0.38294
H 1.65041 0.42501 0.05715
H 0.64028 -1.57848 -2.63556



92
Properties=species:S:1:pos:R:3 method="wB97M-V/def2-TZVPD" total_charge=+3 energy_ev=-81974.5459 homo_ha=-0.554 lumo_energy_ev=-8.7 gap_ev=6.392
O -4.41043 -15.00975 -3.19079
V -4.53457 -16.57184 -3.54265
O -3.27910 -17.30862 -2.95135
B -4.37711 -16.35186 -5.92388
H -3.92526 -17.26324 -5.32381
H -5.39441 -16.07332 -5.42145
H -3.65385 -15.40630 -5.74373
H -4.54870 -16.61088 -7.07247
B -6.60379 -17.55055 -2.95264
H -6.22533 -17.68423 -4.05711
H -7.54123 -18.21782 -2.64669
H -5.68673 -17.68955 -2.22903
H -6.91245 -16.38267 -2.86649
C -5.95927 -13.30326 -5.73777
N -6.44285 -12.07094 -6.39957
C -7.20999 -12.20595 -7.49272
C -7.75567 -11.08639 -8.09707
C -7.51552 -9.83498 -7.54460
C -6.74599 -9.72990 -6.37752
C -6.24042 -10.87883 -5.81385
C -8.12946 -8.60484 -8.11731
C -7.38507 -7.44938 -8.32104
C -7.92224 -6.41453 -9.04580
N -9.15237 -6.50671 -9.57241
C -9.90302 -7.59947 -9.37300
C -9.46847 -8.58943 -8.53742
C -9.64500 -5.41253 -10.43961
H -4.98871 -13.10744 -5.28217
H -5.95328 -14.15222 -6.40982
H -6.53984 -13.58186 -4.85252
H -7.42777 -13.20187 -7.84897
H -8.57038 -11.19182 -8.80118
H -6.56639 -8.75119 -5.95748
H -5.66083 -10.90919 -4.90257
H -6.33720 -7.43590 -8.05145
H -7.38371 -5.49483 -9.22687
H -10.88217 -7.67797 -9.82370
H -10.08896 -9.46193 -8.38443
H -9.22776 -5.55232 -11.43752
H -9.29553 -4.46222 -10.04984
H -10.72520 -5.43670 -10.52910
C -1.31096 -19.75511 -2.31762
N -2.65862 -20.32769 -2.07375
C -3.36825 -19.90943 -1.01266
C -4.67392 -20.30125 -0.86078
C -5.25630 -21.13447 -1.79667
C -4.48368 -21.58454 -2.86690
C -3.19950 -21.13674 -2.99855
C -6.69836 -21.45328 -1.72927
C -7.21802 -22.20463 -0.67158
C -8.53250 -22.57137 -0.67064
N -9.37552 -22.00651 -1.56362
C -8.92258 -21.27696 -2.59506
C -7.58789 -21.00371 -2.69811
C -10.83563 -22.23003 -1.41694
H -1.43205 -18.84192 -2.89238
H -0.70040 -20.53364 -2.76271
H -0.89239 -19.54685 -1.33572
H -2.81075 -19.25290 -0.35847
H -5.19910 -19.99532 0.03560
H -4.84238 -22.27461 -3.61871
H -2.56075 -21.32551 -3.84907
H -6.55200 -22.63215 0.06760
H -9.01038 -23.21524 0.05172
H -9.65046 -20.92755 -3.31146
H -7.20297 -20.38147 -3.49536
H -11.24748 -21.37362 -0.89146
H -10.99950 -23.14911 -0.86270
H -11.28347 -22.36802 -2.39658
C -2.51725 -11.50340 -1.30849
C -2.60119 -13.00423 -1.43705
C -1.34877 -13.82994 -1.16233
O -1.76331 -15.15904 -1.23546
C -0.81311 -16.10421 -0.82655
N -3.74194 -13.60465 -0.68584
H -4.65070 -13.30306 -1.02590
H -3.66842 -14.63913 -0.69498
H -3.74159 -13.38045 0.31767
H -3.49843 -11.12168 -1.63633
H -1.78458 -11.00628 -1.93266
H -2.50329 -11.15558 -0.27184
H -2.89860 -13.22592 -2.46299
H -0.95377 -13.56228 -0.17054
H -0.64514 -13.54713 -1.95642
H -0.53269 -15.95623 0.22196
H 0.10164 -16.12869 -1.43091
H -1.25303 -17.09584 -0.88914
B -4.52534 -16.65182 0.59788
F -5.04742 -17.94917 0.84220
F -4.75267 -16.34162 -0.78332
F -5.17649 -15.69119 1.36067
F -3.14743 -16.67087 0.82421



72
Properties=species:S:1:pos:R:3 method="wB97M-V/def2-TZVPD" total_charge=+2 energy_ev=-158437.0097 de_lowest_kj_mol=18.3 homo_ha="-0.538 / -0.538" lumo_energy_ev="-5.6 / -8.7" gap_ev="9.048 / 5.893" spin_multiplicity=2 s2=0.756
Ga -0.50488 -0.10669 0.39315
C -3.54786 1.86717 -1.47007
C -3.17118 0.41176 -1.26816
C -2.33671 -0.11021 -2.42106
C -4.38675 -0.46092 -1.01410
O -2.32273 0.33753 -0.04565
Ge -2.90381 0.75181 1.71015
O -0.97580 1.99450 1.43934
C -0.62796 3.25814 1.77556
C -0.61675 3.96264 0.28935
C 0.79034 3.37851 2.32084
C -1.68566 3.96203 2.61469
O -1.47100 -0.40993 2.05717
C -0.98919 -0.82709 3.40939
C -0.07555 0.25699 3.94526
C -2.22491 -1.00664 4.27310
C -0.25233 -2.13822 3.21942
H -4.17849 1.96921 -2.35306
H -2.65749 2.47758 -1.61994
H -4.11678 2.25373 -0.61976
H -2.94033 -0.11350 -3.32824
H -2.01397 -1.13703 -2.23707
H -1.46356 0.51863 -2.59426
H -5.03889 -0.45599 -1.88672
H -4.97778 -0.08888 -0.17222
H -4.09451 -1.49236 -0.81111
H 0.14345 3.47807 -0.31413
H -0.36541 4.99525 0.52270
H -1.60739 3.88408 -0.14559
H 1.50527 2.84943 1.69501
H 0.81656 2.96393 3.32946
H 1.06980 4.42874 2.37889
H -2.66291 3.92549 2.13088
H -1.41933 5.00468 2.77572
H -1.75450 3.48254 3.59432
H -0.61769 1.19707 4.07238
H 0.77747 0.41422 3.28223
H 0.30803 -0.03798 4.92201
H -2.75094 -0.06114 4.43261
H -1.93407 -1.37395 5.25664
H -2.91009 -1.73321 3.83323
H 0.66270 -1.99552 2.64355
H -0.88773 -2.87744 2.73066
H 0.03700 -2.53030 4.19430
C 4.99703 -1.78992 -5.08537
C 4.20193 -1.17951 -3.96954
C 2.80603 -1.23202 -3.97851
C 2.06393 -0.68186 -2.95107
C 2.73848 -0.06651 -1.90002
C 4.12776 0.00826 -1.86231
C 4.84590 -0.55252 -2.90181
S 1.86302 0.60263 -0.56381
O 2.54402 1.70372 0.02850
O 0.45225 0.90572 -1.04575
N 1.52797 -0.53498 0.55283
C 1.26502 -1.82467 0.02273
C 2.17416 -2.84359 -0.18413
C 1.68069 -4.05082 -0.65162
C 0.31624 -4.21270 -0.89005
C -0.53117 -3.15269 -0.65745
N -0.04980 -1.98162 -0.21867
H 4.42491 -1.82118 -6.01064
H 5.27439 -2.81513 -4.83096
H 5.91755 -1.23654 -5.26213
H 2.29749 -1.69495 -4.81459
H 0.98218 -0.70287 -2.97590
H 4.62828 0.51409 -1.04732
H 5.92637 -0.48830 -2.89485
H 3.22267 -2.68819 0.02543
H 2.35777 -4.87761 -0.82123
H -0.08072 -5.15376 -1.24131
H -1.60003 -3.21919 -0.81126



18
Properties=species:S:1:pos:R:3 method="wB97M-V/def2-TZVPD" total_charge=0 energy_ev=-9358.6015 de_lowest_kj_mol=563.0 homo_ha=-0.312 lumo_energy_ev=1.0 gap_ev=9.464
C -1.12509 0.59887 1.52728
C -0.25542 0.55493 0.19349
C 0.99673 -0.07296 0.28064
C -0.40556 -0.46227 -1.02518
C -0.48329 -1.80783 -0.31863
C 0.59039 -1.68853 0.42333
H -2.12025 0.82980 1.44715
H -0.51139 1.62804 2.01766
H -0.88144 -0.32993 2.07008
H 0.46630 2.64353 0.43566
H -1.02495 2.56341 -0.29050
H 1.80443 0.21409 0.96897
H 1.12558 0.95443 -1.66417
H -1.08321 -0.07818 -1.67830
H -1.38336 -2.48608 -0.74881
H 1.23997 -2.27030 1.11518
N -0.12077 1.97418 -0.14891
N 1.04388 -0.03161 -1.30231



39
Properties=species:S:1:pos:R:3 method="wB97M-V/def2-TZVPD" total_charge=0 energy_ev=-32581.0551 de_lowest_kj_mol=30.6 homo_ha=-0.342 lumo_energy_ev=-0.7 gap_ev=8.544 smiles=N#Cc1cc(-c2ccc3oc([C@@]4(F)CCCN(C#N)C4)nc3c2)ncn1
N -7.75066 0.90176 -2.53456
C -7.03091 0.03087 -2.20926
C -6.05749 -0.95548 -1.77598
C -4.73831 -0.58923 -1.57838
C -3.89581 -1.52820 -1.04904
C -2.51156 -1.20040 -0.68079
C -1.60505 -2.23861 -0.40191
C -0.23685 -1.98631 -0.09524
C 0.20040 -0.69053 -0.02889
O 1.45805 -0.15234 0.21233
C 1.35609 1.17282 0.14578
C 2.51939 2.15068 0.34132
F 2.20388 3.36372 -0.19982
C 2.76964 2.35650 1.86551
C 3.42080 1.15927 2.57166
C 4.75184 0.71820 1.88953
N 4.41574 0.51299 0.44956
C 4.81084 -0.59178 -0.16860
N 5.15329 -1.52324 -0.79165
C 3.79727 1.61266 -0.36208
N 0.11427 1.53456 -0.20360
C -0.63377 0.35173 -0.29186
C -1.98102 0.10260 -0.61899
N -4.32188 -2.78675 -0.84647
C -5.58919 -3.10531 -1.13544
N -6.48049 -2.20580 -1.56588
H -4.42588 0.46216 -1.79641
H -1.96030 -3.25802 -0.51269
H 0.44434 -2.80671 0.09656
H 1.82016 2.58547 2.37440
H 3.40124 3.23019 2.03140
H 3.67761 1.43981 3.59225
H 2.76407 0.29876 2.58418
H 5.03580 -0.25395 2.33528
H 5.58067 1.40099 2.03724
H 4.53816 2.40640 -0.45781
H 3.57606 1.18029 -1.37856
H -2.57840 1.01227 -0.82725
H -6.01198 -4.11204 -1.01586